{
  "formula": "C33H60Br2NO15P4",
  "method": "wB97M-V/def2-TZVPD",
  "symbols": ["Br", "Br", "P", "P", "P", "P", "O", "O", "O", "O", "O", "O", "O", "O", "O", "O", "O", "O", "O", "O", "O", "N", "C", "C", "C", "C", "C", "C", "C", "C", "C", "C", "C", "C", "C", "C", "C", "C", "C", "C", "C", "C", "C", "C", "C", "C", "C", "C", "C", "C", "C", "C", "C", "C", "C", "H", "H", "H", "H", "H", "H", "H", "H", "H", "H", "H", "H", "H", "H", "H", "H", "H", "H", "H", "H", "H", "H", "H", "H", "H", "H", "H", "H", "H", "H", "H", "H", "H", "H", "H", "H", "H", "H", "H", "H", "H", "H", "H", "H", "H", "H", "H", "H", "H", "H", "H", "H", "H", "H", "H", "H", "H", "H", "H", "H"],
  "coordinates": [[-2.8116, -1.0139, 3.4345], [2.2971, -1.0676, 5.8701], [5.0693, 5.0381, 1.5457], [1.5824, 1.0216, 6.3360], [-0.3687, -5.6679, -7.9937], [0.8988, -2.4264, -1.2855], [1.9532, 1.9169, 5.0023], [-0.2920, -2.9645, -2.2761], [-0.7274, -4.2312, -8.1892], [1.8265, -1.6724, -2.4004], [-0.1439, 0.9300, 6.4619], [0.2866, -7.1836, -8.2332], [1.7234, -3.6549, -1.0727], [-0.3128, 0.2809, 4.3098], [-1.7316, -6.2804, -7.3035], [4.4670, 6.5546, 1.8994], [3.7943, 4.6761, 0.5660], [6.0452, 5.7675, 0.4628], [5.7499, 3.7149, 1.6801], [0.1485, -0.9465, -1.0564], [0.5827, -5.5568, -6.6702], [-4.9924, 1.9205, 5.2528], [7.3798, 5.3126, 0.2349], [-7.1748, 1.7797, 6.3038], [-3.1349, -7.1671, -9.0789], [-2.1942, -3.5942, -0.9015], [-0.9476, 4.0635, 4.7599], [0.3578, -3.6346, -5.2200], [7.4315, 4.4054, -0.9773], [4.0286, 6.8588, 3.2281], [-3.2378, 0.5030, 4.5077], [4.8993, 6.2444, 4.3051], [3.2027, -2.0089, -2.5710], [2.8849, 3.6577, 0.9430], [-6.4109, 2.2252, 5.2242], [-4.1236, 2.6059, 6.0057], [3.3635, -2.9970, -3.7097], [-2.7744, 2.2884, 6.0646], [-8.5334, 2.0293, 6.3796], [0.5179, -1.0576, 1.3772], [-4.5607, 0.8944, 4.5158], [-0.8145, 0.7694, 5.2934], [-1.9318, 3.1366, 7.0034], [-0.3617, -0.5988, 0.2317], [0.4620, -7.6851, -9.5643], [-9.1669, 2.7597, 5.3702], [0.9066, -6.6263, -10.5522], [-8.3956, 3.1815, 4.2956], [-0.8643, 4.0407, 6.2965], [-2.2912, 1.1949, 5.2857], [-7.0336, 2.9191, 4.2006], [-1.1159, -4.0489, -1.8687], [1.1849, -4.3206, -6.2877], [-2.9808, -6.1449, -7.9678], [1.8917, 4.1506, 1.9804], [1.1431, -7.0759, -11.5166], [-0.4631, -8.1631, -9.8981], [2.2390, 1.3055, 4.2985], [-0.3844, 4.9544, 4.4318], [1.2208, -8.4669, -9.5064], [5.9499, 6.4928, 4.1428], [-9.1115, 1.6575, 7.2258], [0.5313, -2.1520, 1.4508], [-2.6203, 3.8024, 7.5488], [-2.7277, -2.7289, -1.2980], [0.3109, -4.2508, -4.3225], [4.4070, -3.2991, -3.8171], [-2.4446, -6.9513, -9.9007], [-3.7551, -6.3026, -7.2157], [0.1174, -5.8822, -10.7143], [-10.2296, 3.0024, 5.3877], [0.7843, -2.6676, -4.9556], [0.1496, -0.6647, 2.3225], [4.6007, 6.6017, 5.2909], [-0.4425, 0.4904, 0.2524], [-1.5796, -4.4479, -2.7715], [1.1092, 3.4069, 2.1505], [-4.1493, -7.1550, -9.4801], [2.9859, 6.5482, 3.3477], [-4.4993, 3.4292, 6.6143], [0.1305, 3.7445, 6.6626], [-0.5152, -4.8486, -1.4283], [-0.6720, -3.4825, -5.5478], [8.4398, 4.0168, -1.1288], [4.0493, 7.9455, 3.3229], [2.3518, 3.3617, 0.0385], [-2.9109, -8.1702, -8.7139], [1.7878, -6.0972, -10.1832], [1.5489, -0.7257, 1.2332], [-6.6882, 1.2221, 7.1105], [7.1290, 4.9519, -1.8721], [3.7332, -1.0844, -2.8086], [2.7575, -3.8898, -3.5537], [3.0310, -2.5529, -4.6485], [6.7450, 3.5643, -0.8749], [-0.3970, 3.2082, 4.3365], [3.6347, -2.3953, -1.6481], [-2.9100, -4.3958, -0.7134], [7.9928, 6.1974, 0.0521], [-5.2871, 0.3394, 3.9226], [3.4204, 2.7769, 1.3096], [1.4317, 5.0856, 1.6573], [-1.9603, 4.1802, 4.3527], [-1.0090, 5.0694, 6.6641], [1.3388, -3.6724, -7.1509], [4.8139, 5.1507, 4.3050], [-1.7533, -3.3020, 0.0587], [-1.4359, 2.5277, 7.7710], [-6.4779, 3.2625, 3.3262], [2.1728, -4.5559, -5.8859], [-8.8333, 3.7592, 3.4782], [-1.3767, -0.9959, 0.3397], [7.7856, 4.8208, 1.1187], [2.3876, 4.3392, 2.9388], [-3.1046, -5.1310, -8.3570]],
  "atomic_forces_ev_per_a": [[-0.37, 0.50, 0.37], [-0.45, 0.58, -0.25], [0.39, 0.99, -7.55], [1.05, 0.77, 1.19], [-0.82, -0.64, 7.47], [0.64, 0.46, -7.91], [-0.57, -1.62, 0.52], [-0.13, 0.14, 1.15], [0.69, -0.87, -3.36], [-0.10, 0.43, 0.80], [-0.20, 0.08, -1.81], [-0.11, 1.90, -2.70], [-0.92, 0.67, 3.56], [-0.40, 0.78, 0.77], [0.30, 0.03, -0.82], [0.70, -1.84, 2.66], [0.04, 0.08, 0.92], [-0.12, 0.23, 0.83], [-0.73, 0.61, 3.46], [0.75, -1.48, 2.86], [0.29, -0.24, -0.73], [0.18, -0.13, -0.57], [0.23, -0.22, -0.35], [0.58, -0.32, 0.48], [0.12, 0.01, -0.07], [0.05, 0.09, 0.11], [1.13, 0.53, 0.22], [-0.19, -0.07, -0.06], [-0.14, -0.07, -0.13], [-0.28, 0.39, 0.30], [0.93, -0.24, -0.08], [0.05, -0.20, -0.12], [0.23, -0.26, -0.36], [-0.19, -0.21, -0.07], [-1.19, 0.12, 0.79], [0.27, 0.42, 0.47], [0.01, -0.07, -0.08], [0.48, -0.58, 0.14], [-0.56, 0.18, -0.08], [0.07, -0.18, -0.11], [-0.14, -0.72, -0.59], [-0.12, -0.70, -0.45], [0.08, 0.45, 0.10], [-0.31, 0.33, 0.20], [0.10, -0.50, -0.32], [0.44, -0.10, -0.11], [-0.11, 0.19, 0.11], [-0.13, 0.40, -0.55], [-0.45, 0.13, 0.21], [-0.30, 0.46, 0.68], [0.59, 0.02, -0.29], [-0.24, -0.24, -0.03], [-0.15, 0.29, 0.29], [-0.31, -0.01, -0.06], [0.06, 0.05, 0.15], [-0.01, 0.01, 0.01], [-0.01, 0.03, 0.01], [-0.16, 0.42, -0.25], [-0.20, -0.37, -0.05], [-0.03, 0.04, 0.20], [-0.04, 0.08, 0.04], [0.25, 0.10, -0.20], [0.00, 0.03, 0.01], [0.15, -0.33, -0.20], [-0.01, -0.05, -0.06], [0.15, 0.02, -0.01], [0.00, 0.03, 0.01], [-0.06, 0.02, -0.03], [0.11, -0.01, 0.09], [0.02, -0.04, -0.03], [0.32, -0.18, 0.16], [-0.04, -0.02, 0.07], [0.03, -0.03, -0.03], [0.01, -0.01, -0.01], [0.03, -0.02, -0.18], [0.09, 0.10, -0.07], [0.00, 0.00, 0.00], [0.02, 0.02, -0.01], [0.01, -0.03, -0.01], [-0.18, -0.30, -0.35], [-0.23, 0.07, -0.44], [0.08, 0.05, -0.03], [0.08, 0.05, -0.18], [0.00, 0.03, 0.00], [0.03, -0.02, -0.19], [0.08, 0.08, -0.06], [-0.06, 0.01, 0.05], [0.04, -0.08, -0.03], [-0.03, 0.06, -0.01], [-0.15, 0.17, -0.28], [0.07, 0.04, 0.02], [-0.17, 0.08, 0.01], [0.07, 0.00, 0.18], [0.10, 0.08, 0.02], [0.07, -0.02, 0.16], [-0.54, 0.17, -0.13], [-0.12, -0.09, -0.01], [0.03, 0.00, 0.01], [-0.17, 0.10, 0.04], [0.05, 0.32, 0.25], [0.08, 0.04, -0.02], [-0.04, -0.05, -0.06], [0.22, -0.27, 0.18], [0.00, -0.39, -0.07], [-0.15, -0.03, -0.02], [-0.01, 0.03, 0.03], [-0.01, -0.06, 0.02], [-0.28, -0.03, -0.36], [-0.09, -0.06, 0.28], [-0.04, -0.19, -0.05], [-0.03, -0.24, 0.33], [0.00, -0.03, 0.00], [-0.13, -0.08, -0.01], [-0.01, -0.05, 0.01], [0.09, 0.02, 0.04]],
  "e_homo_ev": -10.7,
  "charge": 1,
  "total_energy_ev": -244633.7144,
  "gap_ev": 5.8
}